Entry 1:
The following is a quantum chemistry calculation of a 8-piece molecular cluster, C5H25NO8S overall, from OMol25.

XYZ file:
```
40
Properties=species:S:1:pos:R:3:forces:R:3
C 2.639 -1.299 0.698 -0.3 0.0 0.1
N 2.477 -0.991 -0.726 -0.8 0.2 -0.7
C 1.746 0.237 -1.075 -0.1 0.7 1.1
C 2.552 1.591 -0.798 -0.3 -2.1 -0.7
S 2.554 2.177 0.901 -0.2 0.3 0.2
C 1.022 0.233 -2.441 0.0 0.2 0.3
O -0.369 -0.009 -2.327 -0.3 -0.2 -0.4
C 1.306 -1.643 1.377 0.2 -0.7 -0.7
H 3.016 -0.483 1.320 0.5 0.1 -0.4
H 3.343 -2.136 0.666 -0.1 -0.1 0.6
H 3.352 -1.030 -1.230 0.2 0.1 0.2
H 0.894 0.235 -0.387 0.2 0.3 0.2
H 3.581 1.300 -1.055 0.1 0.4 -0.3
H 2.146 2.241 -1.577 0.3 0.7 0.4
H 1.361 -0.535 -3.145 0.4 0.2 0.1
H 1.145 1.233 -2.869 0.2 -0.1 -0.3
H 1.481 -2.001 2.392 0.0 0.2 0.1
H 0.677 -0.756 1.392 0.0 0.0 0.3
H 0.775 -2.441 0.845 0.0 0.1 -0.1
H -3.084 -2.217 -1.402 -0.3 -0.1 -0.1
H -2.796 -0.936 -0.582 -1.3 -0.3 -0.1
O -3.594 -1.505 -0.996 1.1 0.1 0.1
H -0.550 -1.897 -2.194 -0.1 -0.5 -0.1
H 0.691 -2.079 -1.508 0.4 -0.8 0.1
O 0.017 -2.653 -1.926 -0.1 0.9 0.1
H -2.839 1.288 -1.121 0.0 0.0 -0.2
H -2.424 2.730 -1.127 -0.1 -0.1 -0.1
O -3.001 2.120 -1.606 0.2 0.1 0.3
H -1.258 -1.442 3.037 -0.1 0.3 -0.2
H -1.214 -0.474 0.499 0.0 -0.1 0.0
O -1.585 -0.845 3.714 0.1 -0.3 0.8
H -1.971 -0.056 3.284 0.0 0.0 -0.6
H -2.272 2.128 2.207 -0.1 0.1 0.0
O -2.617 1.233 2.198 -1.4 -1.2 -0.2
H -0.768 0.300 -1.490 0.0 0.0 0.2
H -2.466 0.886 1.239 0.0 -0.2 1.0
O -1.904 0.031 0.063 0.6 0.5 -0.5
H -0.730 2.139 1.245 0.1 0.5 -0.4
H -0.452 2.453 2.632 0.1 0.5 -0.1
O -0.881 2.872 1.868 1.2 0.2 0.1
```
Positions in Å, forces in eV/Å.

## Properties
E_HOMO = -0.0268 Ha
Energy = -1260.36847 Ha
LUMO = 5.53 eV
Total charge = -2

Charges computed using natural (NBO), reported in e: -0.22 -0.67 -0.10 -0.54 -0.70 -0.07 -0.78 -0.63 0.22 0.16 0.35 0.20 0.16 0.17 0.17 0.15 0.20 0.22 0.20 0.44 0.50 -1.04 0.49 0.48 -1.00 0.51 0.46 -0.97 0.46 0.45 -1.01 0.51 0.47 -1.08 0.52 0.51 -1.23 0.50 0.48 -0.94

Entry 2:
The following is a quantum chemistry calculation of C4H6O4Rb as an isolated structure, from OMol25.

XYZ file:
```
15
Properties=species:S:1:pos:R:3:forces:R:3
O 0.260 -3.323 0.382 0.1 -0.2 -0.3
C 0.454 -4.554 0.344 0.4 0.4 0.2
H 1.271 -4.952 0.960 -0.2 0.2 -0.2
H -0.880 -6.137 0.065 0.0 0.2 -0.3
C -0.360 -5.384 -0.547 -0.2 -0.4 0.0
H -1.072 -4.788 -1.127 0.2 -0.2 0.2
H 0.320 -5.941 -1.211 -0.2 0.2 0.1
O 1.163 -2.561 1.112 -0.1 0.3 0.3
Rb 0.597 1.151 1.928 0.0 -0.2 -0.2
H 1.009 6.030 0.609 -0.1 0.0 -0.1
O -0.175 4.433 0.167 0.2 0.2 0.1
O -0.442 7.738 -0.749 -0.1 -0.4 0.0
C 0.133 5.599 0.087 -0.2 -0.4 0.0
C -0.712 6.569 -0.735 0.1 0.4 -0.1
H -1.566 6.121 -1.284 0.2 0.1 0.1
```
Positions in Å, forces in eV/Å.

## Properties
E_HOMO = -0.4449 Ha
Energy = -480.67790 Ha
LUMO = -3.56 eV
Total charge = +1

Charges computed using natural (NBO), reported in e: -0.13 0.42 0.20 0.26 -0.71 0.25 0.27 -0.56 1.00 0.14 -0.53 -0.43 0.36 0.32 0.14

Entry 3:
The following is a quantum chemistry calculation of a single C6H8N2S2 molecule, from OMol25.

XYZ file:
```
18
Properties=species:S:1:pos:R:3:forces:R:3
H 3.995 -0.703 2.136 -0.5 0.4 -0.7
N 3.885 -1.015 1.135 1.5 -1.1 1.4
N 3.103 -0.456 0.411 -0.6 0.2 -0.9
S 2.161 0.886 0.858 -1.2 0.1 -0.1
C 0.879 0.525 -0.529 -0.4 -0.9 0.8
S 1.779 0.547 -2.118 -0.7 1.1 0.0
C -0.219 1.514 -0.493 0.8 2.9 -1.2
C -1.480 1.239 -0.198 -0.8 0.2 -1.2
C -1.905 -0.106 0.213 0.8 -0.6 1.2
C -0.912 -1.200 0.134 1.8 3.1 -1.0
C 0.296 -0.879 -0.309 2.4 -1.1 -1.2
H 2.020 -0.710 -1.923 0.7 -1.1 -0.4
H 0.099 2.542 -0.907 -0.8 -1.5 0.9
H -2.343 1.914 -0.403 1.2 -0.1 0.4
H -2.200 -0.025 1.224 -0.7 0.1 1.5
H -2.740 -0.517 -0.269 -1.7 0.1 -1.1
H -1.205 -2.150 0.382 -0.6 -2.3 0.2
H 1.057 -1.620 -0.732 -1.3 0.4 1.5
```
Positions in Å, forces in eV/Å.

## Properties
E_HOMO = -0.3240 Ha
Energy = -1139.17791 Ha
LUMO = 0.61 eV
SMILES = [H]/N=N\SC1(S)C=CCC=C1

Charges computed using natural (NBO), reported in e: 0.28 -0.30 -0.27 0.33 -0.31 0.04 -0.24 -0.14 -0.49 -0.16 -0.21 0.12 0.22 0.22 0.23 0.23 0.21 0.21

Entry 4:
The following is a quantum chemistry calculation of a 17-piece molecular cluster, C28H38Cl32F13O5PS overall, from OMol25.

XYZ file:
```
118
Properties=species:S:1:pos:R:3:forces:R:3
O -2.285 3.038 1.936 0.9 2.4 2.8
C -2.612 2.359 1.066 0.0 -3.0 -2.3
O -3.552 2.723 0.137 -0.9 0.8 0.0
C -3.806 1.692 -0.723 4.4 -1.6 3.4
O -4.589 1.664 -1.549 -3.5 0.6 -3.4
C -2.794 0.602 -0.353 0.8 -0.5 -1.3
P -2.628 -0.965 -1.294 -1.6 -2.0 1.0
O -3.332 -0.785 -2.739 1.4 0.3 0.5
O -1.081 -1.443 -1.518 -1.5 1.7 -0.5
S -3.584 -2.305 -0.278 0.2 0.5 0.0
C -2.072 0.976 0.699 -0.4 0.5 0.1
C -0.932 0.317 1.429 0.1 0.0 0.1
C -1.353 -0.572 2.639 0.4 -0.6 -0.2
C -0.722 -0.188 3.991 -2.1 0.2 -0.9
F -0.851 1.150 4.148 0.9 0.0 0.0
F -1.558 -0.714 4.934 0.5 -0.3 0.4
C 0.698 -0.697 4.348 -0.3 0.2 0.5
F 0.574 -1.946 4.822 -0.1 -0.5 -0.5
F 1.158 0.028 5.392 0.3 0.3 -1.3
C 1.807 -0.733 3.271 1.0 -0.2 -0.2
F 1.512 -1.472 2.197 -1.0 0.0 -0.1
F 2.849 -1.396 3.836 0.2 0.4 0.4
C 2.325 0.653 2.761 0.4 0.8 -0.1
F 2.104 0.793 1.441 0.1 -0.5 -0.3
F 1.687 1.688 3.325 -0.3 -0.2 0.6
C 3.845 0.942 2.963 -0.2 0.7 -0.5
F 4.005 2.219 2.556 -0.2 0.2 -0.3
F 4.188 0.965 4.249 -0.3 -1.0 0.3
C 4.838 0.098 2.085 0.7 1.2 0.1
F 5.355 0.871 1.144 -0.2 0.4 -0.6
F 4.296 -0.932 1.480 -0.4 -0.8 0.3
F 5.861 -0.239 2.847 0.2 -1.0 0.6
H -2.679 -0.648 -3.446 -0.3 0.3 -0.3
H -1.024 -1.796 -2.421 0.5 -0.1 0.2
H -0.364 -0.331 0.744 -0.2 0.5 0.0
H -0.277 1.130 1.779 -0.2 -0.3 -0.2
H -2.441 -0.581 2.807 0.4 0.1 0.0
H -1.061 -1.614 2.415 -0.3 0.4 0.1
C -3.587 3.899 4.936 0.1 0.0 -0.1
Cl -2.207 3.328 5.877 0.0 0.1 0.0
Cl -5.117 3.391 5.662 -0.2 0.1 0.0
H -3.560 4.982 4.893 0.0 0.0 0.1
H -3.522 3.487 3.935 0.0 -0.1 0.1
C -5.368 3.962 -3.773 0.0 0.0 0.1
Cl -5.617 3.039 -5.262 -0.3 0.1 0.0
Cl -5.866 5.647 -3.969 0.0 0.0 0.0
H -5.953 3.511 -2.980 0.0 0.0 -0.1
H -4.314 3.935 -3.516 0.0 0.0 -0.1
C 1.459 -4.020 -1.243 -0.1 0.0 0.2
Cl -0.111 -4.267 -0.472 -0.1 0.2 -0.2
Cl 1.486 -2.491 -2.144 0.5 -0.1 -0.1
H 2.226 -3.994 -0.475 0.0 0.2 0.0
H 1.652 -4.830 -1.931 -0.1 0.0 -0.1
C 6.179 2.356 5.934 0.0 -0.1 -0.2
Cl 7.345 3.651 5.645 0.1 0.0 0.1
Cl 5.008 2.777 7.186 0.0 0.0 0.0
H 5.643 2.167 5.011 0.2 0.2 0.2
H 6.715 1.463 6.241 0.0 0.1 0.1
C 6.778 -5.411 4.245 0.0 0.0 -0.1
Cl 6.135 -6.352 5.596 -0.1 0.0 0.0
Cl 8.515 -5.119 4.426 0.0 0.0 -0.1
H 6.611 -5.959 3.322 0.1 0.1 0.3
H 6.265 -4.455 4.207 0.1 0.0 0.1
C 0.853 -8.269 0.930 0.1 -0.1 0.0
Cl -0.872 -8.096 1.268 0.0 -0.1 0.0
Cl 1.609 -6.705 0.614 0.2 -0.3 0.5
H 1.335 -8.724 1.789 -0.1 0.1 0.0
H 0.979 -8.901 0.056 -0.1 0.1 0.0
C 0.847 -0.301 7.983 -0.2 -0.1 0.1
Cl 1.996 1.023 7.757 0.1 0.0 0.3
Cl -0.350 0.083 9.225 0.0 -0.1 0.0
H 0.332 -0.481 7.044 -0.1 0.1 0.6
H 1.392 -1.189 8.284 0.0 0.1 0.1
C -6.347 -0.092 6.606 -0.1 0.1 -0.1
Cl -6.517 -1.315 7.871 -0.1 0.0 0.0
Cl -4.799 -0.235 5.769 0.0 0.0 -0.1
H -7.148 -0.220 5.885 0.1 -0.1 0.0
H -6.409 0.892 7.059 0.1 -0.1 0.0
C -6.737 4.815 -8.576 0.0 -0.1 0.2
Cl -8.220 4.251 -9.352 0.0 -0.1 0.0
Cl -6.244 6.397 -9.198 0.1 0.0 0.0
H -6.908 4.897 -7.508 0.0 0.1 -0.1
H -5.944 4.101 -8.771 0.0 0.1 -0.1
C 7.774 -6.413 0.648 0.2 -0.1 0.0
Cl 6.049 -6.195 0.998 -0.1 -0.1 -0.3
Cl 8.568 -4.876 0.303 0.0 -0.1 0.0
H 8.251 -6.869 1.510 -0.1 0.1 0.0
H 7.873 -7.061 -0.217 -0.1 0.1 0.0
C -7.216 10.030 -9.167 0.0 -0.1 0.0
Cl -5.923 11.138 -9.643 0.0 0.0 -0.1
Cl -8.057 10.604 -7.722 0.0 -0.1 0.0
H -7.929 9.952 -9.980 0.0 0.1 0.0
H -6.785 9.057 -8.957 0.0 0.1 0.1
C -1.467 1.021 -6.213 0.1 0.2 0.0
Cl -1.069 -0.521 -5.443 0.1 -0.2 0.0
Cl -2.681 1.893 -5.268 0.2 -0.1 -0.2
H -0.569 1.625 -6.282 0.0 0.0 0.1
H -1.861 0.829 -7.206 -0.1 -0.1 0.1
C -1.060 4.761 -6.978 -0.2 0.1 0.0
Cl 0.008 4.332 -5.636 0.0 0.1 0.0
Cl -0.654 3.858 -8.443 -0.1 0.0 0.0
H -2.083 4.531 -6.697 0.1 -0.1 0.0
H -0.960 5.822 -7.180 0.1 -0.1 0.0
C -0.804 -4.380 -6.530 0.0 0.0 -0.1
Cl -1.985 -3.468 -7.475 0.0 -0.1 -0.1
Cl -0.882 -3.966 -4.811 0.1 -0.1 0.1
H -1.010 -5.439 -6.642 -0.1 0.1 0.1
H 0.191 -4.154 -6.899 -0.1 0.1 0.1
C 2.763 -7.938 -2.948 0.1 -0.1 -0.1
Cl 1.190 -7.160 -2.730 -0.1 -0.2 -0.3
Cl 3.931 -7.391 -1.738 0.2 -0.1 -0.2
H 2.638 -9.012 -2.851 0.0 0.1 0.1
H 3.141 -7.697 -3.935 0.0 0.1 0.1
C 5.773 4.470 0.976 -0.1 0.0 0.1
Cl 6.714 4.229 2.452 -0.1 0.1 0.0
Cl 6.465 3.576 -0.381 0.0 0.0 -0.1
H 4.765 4.109 1.147 0.1 -0.1 0.0
H 5.753 5.527 0.734 0.1 0.0 0.0
```
Positions in Å, forces in eV/Å.

## Properties
E_HOMO = -0.3317 Ha
Energy = -18229.88612 Ha
LUMO = -1.24 eV

Atom charges from the Löwdin analysis, given in e for atoms 1 to 99: 0.22 -0.40 0.17 -0.45 0.22 -0.13 0.25 -0.21 -0.32 0.32 -0.08 -0.09 -0.03 -0.42 0.09 0.09 -0.34 0.17 0.04 -0.32 0.16 0.15 -0.33 0.16 0.17 -0.33 0.13 0.15 -0.57 0.16 0.21 0.20 -0.01 0.00 0.11 0.11 0.14 0.13 -1.01 0.54 0.50 0.03 -0.01 -1.03 0.49 0.52 0.02 0.01 -1.02 0.50 0.56 0.02 -0.06 -1.03 0.49 0.51 -0.01 0.03 -1.05 0.51 0.50 -0.07 0.03 -1.00 0.52 0.48 0.03 0.02 -1.01 0.54 0.52 0.00 0.03 -1.04 0.50 0.49 0.03 0.01 -1.03 0.51 0.52 0.00 0.02 -1.00 0.52 0.52 0.02 0.03 -1.04 0.50 0.50 0.03 -0.04 -0.99 0.54 0.52 -0.02 0.03 -1.01